The following is a quantum chemistry calculation of a molecular structure, C2ClI3O, from the Open Molecules 2025 dataset.

The geometry in XYZ format:
```
7
Properties=species:S:1:pos:R:3:forces:R:3
C 1.025655 -0.257646 0.862250 1.9 0.5 -0.5
C 0.788658 0.654856 -0.056600 -0.9 0.7 0.5
O 1.529586 -0.918216 1.673121 -1.0 -0.4 0.0
Cl -2.059248 -1.397929 0.362237 -0.1 -0.1 0.2
I -2.512329 -0.879279 -1.831775 0.0 0.1 -0.2
I -0.214679 2.275691 1.049674 0.6 -0.9 -1.2
I 1.442357 0.522523 -2.058908 -0.4 0.2 1.1
```
Forces are in eV/Å.

Output
HOMO-LUMO gap, eV: 7.25
HOMO energy, hartree: -0.31845
Total energy, Ha: -1504.65830
Relative energy (zero: lowest compared OMol25 entry of this formula, charge and spin), kJ/mol: 111.8

Results of the Mulliken charge analysis, in e, for atoms 1 through 2:
1. C 0.61
2. C -0.52